113
Properties=species:S:1:pos:R:3:mulliken_charge:R:1 method="wB97M-V/def2-TZVPD" de_lowest_kj_mol=0.0 max_force_ev_per_a=4.54 e_lumo_ev="1.91 / 1.91" gap_ev="6.159 / 4.415" e_homo_ev="-4.2509 / -2.5076" total_energy_ha=-3475.4532 charge=-1
In 1.18 0.80 -0.62 2.597
C -8.18 -0.20 9.55 -0.749
O -8.51 0.25 8.17 -0.462
C -7.46 0.41 7.32 0.823
C -6.14 0.68 7.71 -0.543
C -5.18 0.72 6.74 -0.631
C -5.50 0.60 5.35 0.189
C -6.85 0.37 5.03 -0.609
C -7.83 0.39 5.96 -0.401
C -4.52 0.58 4.32 0.209
N -4.68 0.62 3.01 -0.784
C -3.41 0.62 2.49 0.410
C -2.41 0.63 3.51 -0.078
N -3.15 0.49 4.66 -0.057
C -1.02 0.51 3.25 1.205
C -0.03 0.34 4.22 -0.938
C 1.31 0.29 3.83 -1.397
C 1.62 0.27 2.49 0.061
N 0.63 0.43 1.55 -0.138
C -0.67 0.50 1.89 0.106
C -1.67 0.61 0.84 0.137
N -1.27 0.64 -0.48 0.053
C -2.18 0.78 -1.47 -0.824
C -3.56 0.92 -1.20 -0.986
C -4.04 0.85 0.09 -0.525
C -3.08 0.73 1.12 0.685
H -9.17 -0.33 9.97 0.255
H -7.51 0.54 10.08 0.263
H -7.59 -1.13 9.44 0.354
H -5.91 0.81 8.78 0.170
H -4.16 0.85 7.01 0.280
H -7.10 0.25 3.97 0.390
H -8.89 0.31 5.72 0.413
H -2.79 0.49 5.61 0.257
H -0.28 0.47 5.30 0.170
H 2.11 0.10 4.55 0.392
H 2.65 0.02 2.11 0.071
H -1.77 0.81 -2.50 0.311
H -4.19 1.08 -2.05 0.532
H -5.08 0.98 0.32 0.525
C -0.59 -2.96 -1.36 -1.584
C -0.04 -3.47 -0.06 1.103
C -1.04 -3.18 1.04 -1.868
C 1.37 -3.18 0.43 0.032
C 1.70 -3.86 1.62 -0.929
C 2.97 -3.85 2.23 -1.705
C 3.95 -3.14 1.55 -0.485
C 3.70 -2.38 0.38 0.277
C 4.89 -1.93 -0.40 2.295
C 6.01 -1.48 0.54 -1.842
C 5.33 -2.98 -1.39 -1.462
C 2.37 -2.29 -0.10 -0.464
N 2.04 -1.26 -1.08 1.344
C 2.17 -1.63 -2.36 -0.767
C 2.01 -0.70 -3.42 -0.641
N 1.60 0.53 -3.20 1.279
C 1.37 1.32 -4.36 -0.637
C 2.22 2.46 -4.54 0.167
C 1.93 3.30 -5.63 -0.587
C 0.85 3.08 -6.43 -1.372
C 0.06 1.94 -6.27 -0.620
C 0.32 1.02 -5.26 0.221
C -0.61 -0.22 -5.17 2.094
C -0.21 -1.31 -6.16 -1.684
C -2.08 0.21 -5.40 -1.898
C 3.40 2.75 -3.63 2.989
C 3.90 4.19 -3.75 -2.179
C 4.55 1.72 -3.79 -1.321
H -1.65 -3.25 -1.45 0.566
H -0.06 -3.37 -2.25 0.273
H -0.53 -1.87 -1.39 -0.015
H -0.13 -4.55 -0.16 0.362
H -1.08 -2.14 1.25 0.437
H -0.81 -3.65 1.98 0.483
H -2.05 -3.54 0.75 0.453
H 0.96 -4.50 2.01 0.528
H 3.11 -4.21 3.24 0.368
H 4.90 -3.02 2.02 0.290
H 4.59 -0.96 -0.85 -0.788
H 6.48 -2.33 1.08 0.433
H 5.65 -0.72 1.27 0.334
H 6.81 -1.01 -0.05 0.434
H 5.33 -3.97 -0.90 0.316
H 6.31 -2.71 -1.82 0.402
H 4.63 -3.09 -2.21 0.298
H 2.55 -2.64 -2.59 0.465
H 2.22 -1.11 -4.43 0.162
H 2.52 4.22 -5.79 0.273
H 0.64 3.74 -7.27 0.350
H -0.80 1.89 -6.97 0.210
H -0.59 -0.58 -4.14 -0.620
H -0.34 -0.90 -7.18 0.397
H -0.86 -2.15 -6.13 0.465
H 0.86 -1.64 -6.03 0.281
H -2.36 0.24 -6.45 0.543
H -2.43 1.21 -5.02 0.380
H -2.79 -0.51 -4.96 0.392
H 3.02 2.67 -2.54 -1.164
H 4.33 4.41 -4.73 0.437
H 4.64 4.39 -2.92 0.298
H 3.09 4.90 -3.72 0.526
H 4.99 1.83 -4.81 0.369
H 4.14 0.71 -3.74 0.156
H 5.34 1.93 -3.08 0.392
O 4.95 1.52 1.17 -0.634
Cl 4.03 2.28 0.43 1.890
O 4.66 3.41 -0.26 -0.662
O 3.36 1.30 -0.64 -1.017
O 2.86 2.67 1.32 -0.635
F 1.53 3.87 -1.00 -0.272
C 0.54 2.93 -0.82 -0.149
F -0.14 3.05 -2.06 -0.266
F -0.28 3.42 0.16 -0.233